[1]
The following is a DFT calculation (ωB97M-V with the def2-TZVPD basis set) of 2 unconnected molecules or ions with the total composition C5H12N2O2 in a non-equilibrium geometry.

XYZ file:
```
21
Properties=species:S:1:pos:R:3
C 1.18258 0.41893 0.61750
C -1.09664 -0.15093 -0.41521
C 2.03900 -0.55510 0.31283
C 3.47566 -0.14135 0.46963
C -2.35953 0.45265 -0.27150
N 1.01708 1.58635 1.08949
N -3.68310 -0.07101 -0.93547
O 1.77845 -1.81948 -0.17005
O -1.12986 -1.36214 -0.93726
H 4.10901 -0.23741 -0.45319
H 4.03376 -0.56444 1.24761
H 3.53606 0.92492 0.62519
H -2.34540 1.50241 -0.58427
H -2.58774 0.33840 0.85111
H 0.94831 2.46526 0.39783
H 0.91270 1.90324 2.07104
H 2.54696 -2.38797 0.26266
H -4.50435 0.18798 -0.38835
H -3.80975 -0.98534 -0.79233
H -3.81786 0.19795 -1.90045
H -0.24533 -1.70294 -1.09681
```

Summary:
* DFT total energy: -12433.018 eV
* total charge: +2
* HOMO: -17.10 eV
* Kohn-Sham gap: 9.335 eV
* relative energy (zero: lowest compared OMol25 entry of this formula, charge and spin): 0.03 kcal/mol
* LUMO level: -0.2853 Eh


[2]
The following is a DFT calculation (ωB97M-V with the def2-TZVPD basis set) of 2 unconnected molecules or ions with the total composition C5H12N2O2P in a non-equilibrium geometry.

XYZ file:
```
22
Properties=species:S:1:pos:R:3
C 0.36904 -0.41143 0.16214
C 4.93150 0.97890 -0.21844
C -2.14202 1.54694 0.49796
C -1.46143 -1.97910 -0.33581
C -1.17454 -0.62805 0.36832
N 4.33770 -0.21915 0.04331
N -1.78263 0.46159 -0.39412
O 0.55908 0.35652 -0.76761
O -2.88238 -2.26211 -0.40989
P 3.72746 -1.55141 0.02922
H 4.19751 1.71932 -0.57646
H 5.80625 1.10152 -0.78973
H 5.29960 1.38439 0.83100
H -2.99931 1.37007 1.18763
H -1.21104 1.64667 1.27115
H -2.36600 2.41472 -0.05853
H -1.06847 -1.85036 -1.41597
H -1.11406 -2.90692 0.15271
H -1.46565 -0.62255 1.35708
H -2.58716 0.10628 -0.84120
H -0.54408 0.60700 -1.03470
H -3.11413 -2.65951 0.39398
```

Summary:
* DFT total energy: -21731.875 eV
* total charge: +1
* HOMO (alpha / beta): -11.26 / -11.26 eV
* Kohn-Sham gap (alpha / beta): 5.865 / 5.866 eV
* relative energy (zero: lowest compared OMol25 entry of this formula, charge and spin): 136.06 kcal/mol
* LUMO level (alpha / beta): -0.1984 / -0.1984 Eh


[3]
The following is a DFT calculation (ωB97M-V with the def2-TZVPD basis set) of a molecular structure, C5H12N2O2Sn in a non-equilibrium geometry.

XYZ file:
```
22
Properties=species:S:1:pos:R:3
Sn -1.48301 3.02915 20.14453
C 5.73804 2.14584 16.13089
C 5.21499 3.11030 17.22031
O 4.02071 3.34684 17.35534
N 6.10900 3.67391 18.02865
C 5.82460 4.74851 18.97625
H 6.78494 2.25355 15.84714
H 5.04936 2.24624 15.29199
H 5.61721 1.16088 16.58183
H 7.06082 3.41351 17.81339
H 4.83651 4.63750 19.42286
H 5.79251 5.70188 18.44886
H 6.59892 4.81707 19.74033
O 0.37031 9.00519 19.08241
C 0.47858 10.14178 18.56372
N 1.40656 10.95660 18.86401
C -0.44487 10.61456 17.48411
H 2.07672 10.70016 19.57480
H 1.56549 11.83507 18.39166
H -1.35413 10.01682 17.42045
H 0.04375 10.53148 16.51331
H -0.77544 11.63313 17.68746
```

Summary:
* DFT total energy: -18264.632 eV
* total charge: +2
* HOMO: -14.25 eV
* Kohn-Sham gap: 2.074 eV
* relative energy (zero: lowest compared OMol25 entry of this formula, charge and spin): 143.06 kcal/mol
* LUMO level: -0.4475 Eh


[4]
The following is a DFT calculation (ωB97M-V with the def2-TZVPD basis set) of a gas-phase ion, C5H12N2O3P (charge -1) in a non-equilibrium geometry.

XYZ file:
```
23
Properties=species:S:1:pos:R:3
C -1.82946 -0.32960 -1.11628
C -0.87742 -0.38732 0.09023
C -1.33396 -1.29269 1.31379
C 0.65123 -1.19535 -0.64133
P 2.18465 -0.43935 -0.09713
O 3.38732 -1.23918 -0.53361
O 2.08693 0.94367 -0.52732
O 2.08171 -0.59061 1.57932
N -0.42570 0.83966 0.55458
C -0.16913 1.73017 -0.28122
N 0.21136 2.93317 0.13158
H -1.45953 0.34849 -1.82750
H -1.74473 -1.38012 -1.55024
H -2.84468 -0.36037 -0.64416
H -2.36119 -1.01066 1.55299
H -1.24644 -2.28142 0.94483
H -0.79266 -1.22265 2.26972
H 0.78745 -2.34162 -0.63969
H 0.50324 -1.04002 -1.68505
H 2.00131 0.33143 1.86858
H -0.12357 1.65008 -1.34312
H 0.72186 3.43730 -0.44856
H 0.59143 2.89700 1.02957
```

Summary:
* DFT total energy: -23793.436 eV
* total charge: -1
* SMILES: CC(C)(C[P@@](=O)([O-])O)/N=C/N
* HOMO: -4.44 eV
* Kohn-Sham gap: 7.987 eV
* relative energy (zero: lowest compared OMol25 entry of this formula, charge and spin): 0.00 kcal/mol
* LUMO level: 0.1302 Eh


[5]
The following is a DFT calculation (ωB97M-V with the def2-TZVPD basis set) of 2 unconnected molecules or ions with the total composition C5H12N2OS in a non-equilibrium geometry.

XYZ file:
```
21
Properties=species:S:1:pos:R:3
C 1.11622 1.27841 -2.28199
C 2.17798 -0.58864 0.81753
C 3.06261 -1.75866 1.09922
C -4.35761 0.46229 0.29565
C -2.20411 -0.13389 0.46327
N 2.33499 0.02493 -0.28441
N -3.24436 0.52488 -0.16775
O 0.42181 1.52124 0.38088
S 1.55821 1.56647 -0.53338
H 0.29569 0.42544 -2.19558
H 2.00935 0.88658 -2.78868
H 1.61027 -0.14559 1.61494
H 3.71971 -1.39753 1.87539
H 2.50829 -2.63531 1.51768
H 3.56296 -2.17638 0.20356
H -4.56719 0.06211 1.29897
H -5.07096 0.94909 -0.25468
H 0.70803 2.05533 -2.80129
H -1.90919 -0.91967 -0.23734
H -1.38202 0.64591 0.55479
H -2.35069 -0.64702 1.42320
```

Summary:
* DFT total energy: -21239.333 eV
* HOMO: -9.01 eV
* Kohn-Sham gap: 9.865 eV
* relative energy (zero: lowest compared OMol25 entry of this formula, charge and spin): 45.20 kcal/mol
* LUMO level: 0.0313 Eh


[6]
The following is a DFT calculation (ωB97M-V with the def2-TZVPD basis set) of 2 unconnected molecules or ions with the total composition C5H12N2S in a non-equilibrium geometry.

XYZ file:
```
20
Properties=species:S:1:pos:R:3
C 2.16733 -0.75464 0.32543
C -0.70420 -1.05372 -1.32898
C -0.01366 1.61823 -1.17632
C -0.50083 0.12032 0.79334
C -0.78913 0.31880 -0.64712
N 2.18728 -1.94190 0.77118
N -1.37761 0.51295 3.04271
S -0.46312 1.31154 1.96744
H 1.38253 0.03549 0.48576
H -1.46178 -1.25191 -2.11880
H -0.92959 -1.75721 -0.57680
H 0.22397 -1.22024 -1.73312
H -0.50226 2.13686 -1.97821
H 0.15201 2.29152 -0.39665
H 0.88427 1.16869 -1.54502
H -0.95275 -0.80472 1.17641
H -1.93608 0.52880 -0.65296
H 1.58150 -2.76862 0.95699
H 3.04890 -0.42729 -0.09733
H -0.74357 0.61020 3.91225
```

Summary:
* DFT total energy: -19189.556 eV
* HOMO (alpha / beta): -8.11 / -8.05 eV
* Kohn-Sham gap (alpha / beta): 7.607 / 7.524 eV
* relative energy (zero: lowest compared OMol25 entry of this formula, charge and spin): 119.00 kcal/mol
* LUMO level (alpha / beta): -0.0183 / -0.0194 Eh


[7]
The following is a DFT calculation (ωB97M-V with the def2-TZVPD basis set) of 2 unconnected molecules or ions with the total composition C5H12N2S in a non-equilibrium geometry.

XYZ file:
```
20
Properties=species:S:1:pos:R:3
C -0.42993 -2.18472 -0.60982
C -0.52643 -0.82281 -0.99859
C -1.83876 -0.16267 -0.70529
C 0.57410 0.23021 1.94317
C 0.56958 -0.21836 -1.65234
N 2.35227 1.66800 0.46313
N -0.20419 2.17782 0.69941
S 0.86290 1.11415 0.44019
H 0.51974 -2.81342 -0.60525
H -1.26812 -2.68520 -0.25091
H -2.67993 -0.95440 -0.42776
H -1.60777 0.50196 0.19965
H -2.28478 0.47354 -1.38706
H 1.36418 0.36777 2.66614
H -0.19324 0.76849 2.31245
H 0.34442 -0.85104 1.73640
H 0.55548 0.62535 -2.34578
H 1.41462 -0.85630 -1.76531
H 2.90646 0.83053 0.42697
H -0.43062 2.79111 -0.13939
```

Summary:
* DFT total energy: -19188.743 eV
* HOMO (alpha / beta): -7.75 / -7.79 eV
* Kohn-Sham gap (alpha / beta): 6.830 / 7.229 eV
* relative energy (zero: lowest compared OMol25 entry of this formula, charge and spin): 137.75 kcal/mol
* LUMO level (alpha / beta): -0.0337 / -0.0206 Eh


[8]
The following is a DFT calculation (ωB97M-V with the def2-TZVPD basis set) of a single C5H12N2Si molecule in a non-equilibrium geometry.

XYZ file:
```
20
Properties=species:S:1:pos:R:3
C -3.20552 -0.45097 -0.41206
C -2.24459 -1.44600 -0.38978
C 1.66484 1.17153 -0.68901
C 1.17062 2.06234 0.47745
C 0.76126 -2.18893 0.47846
N 0.49398 0.38091 -1.11428
N 0.59445 1.46313 1.62011
Si -0.32093 -0.93172 -0.39443
H -4.24817 -0.63653 -0.43886
H -2.82222 0.58434 -0.64201
H -2.57443 -2.50125 -0.37233
H 2.20080 1.71011 -1.53734
H 2.40380 0.54863 -0.27972
H 1.87150 2.86771 0.81632
H 0.33201 2.65569 -0.01514
H 0.17472 -3.06733 0.58999
H 1.74152 -2.36332 -0.02001
H 0.83793 -1.92420 1.51999
H -0.17857 1.07510 -1.35613
H 1.34700 0.99076 2.15877
```

Summary:
* DFT total energy: -16233.010 eV
* HOMO (alpha / beta): -5.93 / -6.38 eV
* Kohn-Sham gap (alpha / beta): 5.262 / 5.806 eV
* relative energy (zero: lowest compared OMol25 entry of this formula, charge and spin): 94.15 kcal/mol
* LUMO level (alpha / beta): -0.0245 / -0.0210 Eh


[9]
The following is a DFT calculation (ωB97M-V with the def2-TZVPD basis set) of a gas-phase ion, C5H12N3 (charge +1) in a non-equilibrium geometry.

XYZ file:
```
20
Properties=species:S:1:pos:R:3
C -2.47210 0.56323 0.08064
N -1.15529 -0.04714 0.07816
C -0.89125 -1.47024 -0.02590
C 0.72119 -1.58372 -0.13785
N 1.11902 -0.12384 -0.10984
C 2.51076 0.20647 -0.02573
C 0.06693 0.66786 0.02482
N 0.16554 2.00112 0.11998
H -3.04402 -0.05296 -0.80351
H -3.07056 0.37290 1.01952
H -2.41145 1.60064 -0.33342
H -1.53822 -1.92143 -0.75334
H -1.18825 -1.85535 1.01001
H 0.96466 -1.95704 0.81574
H 1.16676 -2.11081 -0.98123
H 3.08686 -0.01130 0.99996
H 2.90413 1.26296 -0.17170
H 2.99099 -0.52245 -0.67413
H -0.66631 2.53276 0.43395
H 0.74061 2.44834 -0.56612
```

Summary:
* DFT total energy: -9842.943 eV
* total charge: +1
* SMILES: CN1CCN(C)C1=[NH2+]
* HOMO: -13.29 eV
* Kohn-Sham gap: 10.475 eV
* relative energy (zero: lowest compared OMol25 entry of this formula, charge and spin): 29.27 kcal/mol
* LUMO level: -0.1036 Eh


[10]
The following is a DFT calculation (ωB97M-V with the def2-TZVPD basis set) of a gas-phase ion, C5H12N3 (charge +1) in a non-equilibrium geometry.

XYZ file:
```
20
Properties=species:S:1:pos:R:3
C -2.36665 0.67054 -0.51668
C -0.88055 0.37106 -0.55257
C -0.31633 0.50700 0.91156
C 0.97790 -0.30909 0.97362
C 1.82845 -0.36853 -0.32704
N 2.85384 -1.33414 -0.30516
N 2.51752 0.95872 -0.48010
N 3.26350 1.72429 -0.21520
H -2.90834 -0.04919 0.12062
H -2.39830 1.57421 0.14274
H -2.96639 0.84628 -1.42849
H -0.26115 1.18369 -1.16816
H -0.71118 -0.63063 -0.94216
H 0.02818 1.54448 1.36873
H -1.15412 -0.03544 1.59006
H 0.79004 -1.30578 1.45490
H 1.73995 0.14441 1.67886
H 1.16660 -0.32712 -1.13281
H 3.28719 -1.41384 -1.14861
H 3.49636 -1.41146 0.38670
```

Summary:
* DFT total energy: -9840.288 eV
* total charge: +1
* SMILES: CCCC[C@H](N)[N+]#N
* HOMO: -15.04 eV
* Kohn-Sham gap: 9.390 eV
* relative energy (zero: lowest compared OMol25 entry of this formula, charge and spin): 90.48 kcal/mol
* LUMO level: -0.2077 Eh